44
Properties=species:S:1:pos:R:3 method="wB97M-V/def2-TZVPD" de_lowest_ev=1.7322 e_homo_ha=-0.309 lumo_energy_ev=0.76 fmax_ev_per_a=0.859 gap_ev=9.2
C 0.843 6.177 -2.216
C 0.595 4.729 -1.825
O 1.136 4.537 -0.529
C 1.049 3.311 0.038
C 1.597 3.179 1.318
C 1.576 1.974 1.987
C 0.997 0.852 1.394
O 1.001 -0.402 1.936
C 0.606 -0.533 3.297
C -0.825 -0.061 3.515
C 0.433 1.000 0.136
S -0.416 -0.400 -0.582
O -1.417 -0.855 0.345
O -0.852 -0.047 -1.902
N 0.844 -1.491 -0.735
C 0.660 -2.514 -1.757
C -0.404 -3.504 -1.367
C -0.079 -4.636 -0.631
C -1.069 -5.507 -0.209
C -2.394 -5.247 -0.513
C -2.725 -4.116 -1.241
C -1.736 -3.248 -1.667
C 0.457 2.197 -0.550
H 1.910 6.384 -2.217
H 0.441 6.366 -3.207
H 0.363 6.842 -1.503
H -0.482 4.514 -1.817
H 1.083 4.051 -2.538
H 2.045 4.050 1.771
H 2.018 1.905 2.969
H 1.303 -0.001 3.957
H 0.690 -1.604 3.493
H -0.885 1.024 3.442
H -1.460 -0.494 2.744
H -1.176 -0.370 4.495
H 1.046 -1.876 0.178
H 1.625 -3.006 -1.913
H 0.374 -1.975 -2.662
H 0.956 -4.838 -0.391
H -0.805 -6.387 0.360
H -3.167 -5.924 -0.180
H -3.759 -3.909 -1.475
H -1.991 -2.360 -2.224
H -0.004 2.214 -1.523

***

16
Properties=species:S:1:pos:R:3 method="wB97M-V/def2-TZVPD" de_lowest_ev=4.8902 e_homo_ha=-0.310 lumo_energy_ev=0.53 fmax_ev_per_a=5.252 gap_ev=9.0
C 1.656 -0.807 0.890
C 1.800 -0.233 -0.471
C -1.003 0.310 -0.511
C -2.359 0.077 -0.004
H 0.477 -0.818 1.033
H 1.948 -1.769 0.993
H 2.164 -0.114 1.695
H 2.718 -0.114 -1.045
H -0.757 2.058 0.611
H -2.791 -0.546 -1.012
H -2.344 -0.630 1.149
H -3.007 1.086 0.011
N -0.370 1.520 -0.239
N -0.476 -0.737 -1.163
O 0.987 -0.850 -1.379
S 1.359 1.566 -0.557

***

88
Properties=species:S:1:pos:R:3 method="wB97M-V/def2-TZVPD" e_homo_ha="-0.487 / -0.487" total_charge=+2 lumo_energy_ev="-5.27 / -5.27" fmax_ev_per_a=2.680 gap_ev="8.0 / 8.0"
P 1.297 0.919 -2.087
C 3.036 1.160 -2.480
C 3.637 0.605 -3.627
H 3.060 -0.050 -4.283
C 4.971 0.898 -3.926
H 5.432 0.468 -4.818
C 5.709 1.741 -3.087
H 6.748 1.974 -3.325
C 5.118 2.286 -1.940
H 5.690 2.940 -1.281
C 3.786 1.995 -1.635
H 3.317 2.421 -0.746
C 0.692 -0.480 -3.063
C 1.255 -1.747 -2.823
H 2.084 -1.847 -2.116
C 0.764 -2.876 -3.484
H 1.187 -3.857 -3.259
C -0.248 -2.739 -4.439
H -0.615 -3.619 -4.973
C -0.783 -1.479 -4.716
H -1.562 -1.365 -5.474
C -0.329 -0.352 -4.025
H -0.747 0.632 -4.253
C 0.406 2.418 -2.558
C 0.761 3.116 -3.733
H 1.557 2.733 -4.375
C 0.102 4.300 -4.078
H 0.384 4.829 -4.991
C -0.910 4.804 -3.253
H -1.423 5.729 -3.522
C -1.262 4.123 -2.084
H -2.048 4.508 -1.433
C -0.605 2.938 -1.734
H -0.867 2.430 -0.805
Ce 0.312 -0.085 2.383
C -1.708 -1.445 1.937
C -2.056 -1.523 0.649
H -2.266 -1.940 2.746
C -1.183 -0.870 -0.436
O -2.048 0.087 -1.091
H -1.539 0.618 -1.737
C 0.028 -0.214 0.086
H -0.840 -1.649 -1.148
C 1.066 0.503 -0.263
Cl -0.179 -1.327 4.637
Cl 2.865 0.402 2.703
P 1.569 -2.799 2.042
C 2.464 -3.368 3.536
H 1.747 -3.757 4.269
H 2.985 -2.512 3.982
H 3.190 -4.144 3.260
C 0.606 -4.288 1.616
H 0.131 -4.139 0.637
H -0.182 -4.421 2.368
H 1.251 -5.178 1.586
C 2.904 -2.849 0.798
H 3.439 -1.891 0.824
H 2.480 -2.996 -0.203
H 3.597 -3.666 1.039
P -3.581 -2.293 0.028
C -4.233 -3.361 1.298
C -3.098 -3.208 -1.437
H -4.420 -2.785 2.213
H -3.528 -4.174 1.517
H -5.176 -3.789 0.934
H -2.741 -2.526 -2.220
H -3.970 -3.762 -1.805
H -2.298 -3.917 -1.184
C -4.739 -0.991 -0.379
H -4.869 -0.340 0.495
H -5.701 -1.436 -0.657
H -4.328 -0.396 -1.203
H 1.882 0.772 0.423
C -1.507 3.992 6.022
N -1.576 3.209 4.792
C -2.800 3.263 4.003
C -0.595 2.421 4.376
C 0.668 2.283 5.171
O -0.760 1.779 3.273
H -2.433 4.568 6.091
H -0.651 4.682 6.004
H -1.415 3.344 6.907
H -2.593 3.601 2.981
H -3.284 2.279 3.961
H -3.463 3.973 4.497
H 0.774 1.243 5.519
H 1.532 2.522 4.535
H 0.678 2.943 6.044

***

68
Properties=species:S:1:pos:R:3 method="wB97M-V/def2-TZVPD" de_lowest_ev=26.5884 e_homo_ha=-0.291 lumo_energy_ev=0.49 fmax_ev_per_a=19.905 gap_ev=8.4
C -3.358 -3.323 0.861
H -2.163 -3.370 0.739
O -3.775 -2.252 -0.118
C -3.672 -1.053 0.181
C -2.827 -0.774 1.049
C -2.731 0.657 1.544
C -3.474 1.580 0.961
C -4.261 1.318 -0.336
C -4.486 -0.020 -0.619
O -5.270 -0.296 -1.559
C -5.829 -1.341 -1.861
H -5.068 -2.086 -2.343
H -6.239 -2.205 -1.144
H -6.476 -1.297 -2.640
H -4.804 2.004 -0.920
C -3.257 3.147 1.200
C -1.976 3.450 0.333
N -2.101 4.289 -0.714
O -0.673 4.496 -1.322
C -0.068 3.714 -0.289
N -0.794 3.173 0.472
C 1.294 3.525 -0.528
N 2.057 2.640 0.291
C 2.217 3.183 1.709
H 2.848 2.614 1.913
H 2.949 4.066 1.398
H 1.353 3.195 2.046
C 1.454 1.379 0.283
H 0.441 1.166 -0.198
H 1.128 0.991 1.414
C 2.347 0.170 -0.197
N 1.618 -1.261 -0.161
C 1.358 -1.655 1.326
H 2.157 -1.703 1.949
C 0.948 -3.250 1.240
O -0.087 -3.215 0.438
C 0.148 -2.902 -1.063
H -0.788 -3.062 -1.204
C 0.441 -1.373 -0.833
H 0.518 -0.952 -1.773
H -0.333 -0.954 -0.279
H 0.819 -3.385 -1.108
H 0.611 -3.609 2.252
H 1.803 -3.880 0.884
H 0.357 -1.095 1.658
C 3.790 -0.014 0.666
C 4.653 -1.176 0.269
C 5.081 -1.026 -1.199
C 3.719 -0.721 -2.199
C 2.642 0.366 -1.552
H 1.937 0.447 -2.310
H 3.333 1.293 -1.675
H 3.351 -1.704 -2.133
H 4.025 -0.719 -3.041
H 5.704 -1.770 -1.452
H 5.557 0.146 -1.141
H 4.045 -2.089 0.278
H 5.388 -1.062 0.903
H 4.147 1.112 0.545
H 3.571 -0.051 2.037
H 1.551 2.954 -1.786
H 1.987 4.382 -0.582
H -4.008 3.764 0.704
H -3.130 3.305 2.240
H -1.960 0.927 2.303
H -2.252 -1.405 1.794
H -3.803 -4.369 0.468
H -3.687 -3.040 1.931

***

13
Properties=species:S:1:pos:R:3 method="wB97M-V/def2-TZVPD" de_lowest_ev=0.7040 e_homo_ha=-0.612 total_charge=+1 lumo_energy_ev=-3.77 fmax_ev_per_a=5.515 gap_ev=12.9
C -2.698 0.038 -0.172
C -1.361 0.167 -0.003
N -0.268 0.388 0.300
C 1.230 0.458 0.590
C 1.941 0.031 -0.716
H -3.232 -0.141 0.862
H -3.285 0.832 -0.725
H -2.800 -0.978 -0.615
H 1.512 -0.275 1.343
H 1.450 1.353 1.202
H 1.566 -0.933 -0.905
H 1.785 0.676 -1.531
H 3.038 0.228 -0.664

***

101
Properties=species:S:1:pos:R:3 method="wB97M-V/def2-TZVPD" s_squared=2.010 spin_multiplicity=3 e_homo_ha="-0.397 / -0.419" total_charge=+1 lumo_energy_ev="-3.52 / -3.53" fmax_ev_per_a=8.598 gap_ev="7.3 / 7.9"
C 6.843 -0.035 -1.839
C 6.644 -0.424 -0.255
O 5.229 -0.766 -0.036
C 4.974 -1.058 1.406
O 5.926 -1.286 2.318
C 3.400 -1.149 1.880
C 2.501 -1.792 0.659
C 1.809 -0.556 -0.230
N 0.426 -0.925 -0.726
C -0.562 0.218 -0.783
C 0.007 1.605 -1.443
N 0.613 2.553 -0.386
N -1.233 2.363 -1.963
N 0.910 1.427 -2.643
C 0.497 -1.740 -2.034
P 0.748 -3.613 -1.760
O 2.321 -3.888 -1.981
O -0.086 -4.619 -2.960
O 0.240 -4.208 -0.204
H 7.099 1.107 -1.990
H 5.809 -0.242 -2.398
H 7.651 -0.754 -2.324
H 7.396 -1.305 0.026
H 6.949 0.485 0.455
H 3.057 -0.085 2.230
H 3.250 -1.868 2.811
H 1.670 -2.451 1.164
H 3.214 -2.464 0.015
H 2.494 -0.454 -1.186
H 1.852 0.384 0.465
H 0.036 -1.614 -0.014
H -1.548 -0.096 -1.376
H -0.929 0.436 0.325
H 0.215 2.284 0.563
H 1.654 2.486 -0.380
H -1.972 2.367 -1.215
H -0.921 3.337 -2.207
H 1.909 1.269 -2.387
H 0.549 0.730 -3.330
H 1.291 -1.300 -2.794
H -0.555 -1.616 -2.584
H 0.398 -5.512 -3.025
H -0.611 -3.724 0.088
C 0.246 -7.711 4.109
C 0.927 -6.378 3.681
C 2.404 -6.384 4.163
C 2.537 -6.184 5.676
C 1.795 -4.929 6.131
C 0.310 -4.910 5.668
N 0.158 -5.197 4.203
O 0.601 -4.055 3.505
C -0.507 -5.935 6.494
C -0.324 -3.540 6.078
C 0.891 -6.443 2.118
H 0.290 -8.472 3.322
H 0.714 -8.168 4.985
H -0.822 -7.567 4.321
H 2.972 -5.595 3.656
H 2.887 -7.331 3.889
H 2.163 -7.057 6.216
H 3.598 -6.096 5.944
H 1.852 -4.856 7.221
H 2.322 -4.050 5.740
H -1.541 -5.985 6.145
H -0.535 -5.654 7.554
H -0.093 -6.943 6.479
H 0.204 -2.679 5.653
H -0.301 -3.407 7.167
H -1.373 -3.486 5.764
H -0.146 -6.477 1.757
H 1.397 -7.344 1.751
H 1.391 -5.596 1.636
C -4.591 8.453 -2.687
C -3.321 7.742 -3.240
C -3.202 8.026 -4.763
C -4.228 7.251 -5.595
C -4.167 5.756 -5.289
C -4.296 5.450 -3.770
N -3.360 6.271 -2.933
O -2.063 5.757 -3.132
C -5.758 5.687 -3.313
C -4.103 3.913 -3.551
C -2.151 8.456 -2.486
H -4.367 9.446 -2.280
H -5.356 8.614 -3.450
H -5.039 7.889 -1.858
H -2.197 7.769 -5.120
H -3.328 9.099 -4.958
H -5.237 7.629 -5.415
H -4.033 7.411 -6.664
H -4.957 5.245 -5.846
H -3.219 5.359 -5.673
H -5.862 5.538 -2.235
H -6.443 4.986 -3.805
H -6.142 6.677 -3.559
H -3.137 3.546 -3.919
H -4.872 3.341 -4.084
H -4.183 3.657 -2.488
H -2.238 8.298 -1.401
H -2.173 9.538 -2.663
H -1.159 8.117 -2.800

***

87
Properties=species:S:1:pos:R:3 method="wB97M-V/def2-TZVPD" de_lowest_ev=0.0000 s_squared=8.767 spin_multiplicity=6 e_homo_ha="-0.378 / -0.378" total_charge=+1 lumo_energy_ev="-2.43 / -5.40" fmax_ev_per_a=1.759 gap_ev="7.9 / 4.9"
Fe 0.397 -0.188 -0.605
F 4.504 1.950 1.951
C 3.941 0.943 2.612
F 4.610 -0.175 2.363
F 3.968 1.192 3.912
S 2.193 0.697 2.047
O 2.236 0.799 0.595
O 1.792 -0.571 2.572
N 1.462 1.931 2.732
S -0.083 1.829 2.460
O -0.334 0.860 1.391
O -0.771 3.071 2.347
C -0.860 1.026 3.976
F -1.412 -0.135 3.638
F -1.815 1.815 4.455
F 0.047 0.812 4.921
N -1.531 2.300 -1.016
P -0.174 1.900 -1.976
C -0.632 2.935 -3.425
C -1.433 2.409 -4.437
C -1.901 3.229 -5.449
C -1.583 4.580 -5.454
C -0.766 5.102 -4.463
C -0.284 4.282 -3.452
C 1.191 2.885 -1.256
C 0.999 3.766 -0.199
C 2.068 4.483 0.315
C 3.335 4.335 -0.226
C 3.529 3.475 -1.298
C 2.466 2.752 -1.810
C -2.277 1.391 -0.308
C -3.332 1.810 0.509
C -4.087 0.860 1.155
C -3.788 -0.489 0.979
C -2.725 -0.816 0.172
N -1.974 0.094 -0.461
H -1.793 3.269 -0.917
H -1.700 1.361 -4.436
H -2.510 2.814 -6.241
H -1.974 5.227 -6.228
H -0.494 6.149 -4.483
H 0.362 4.697 -2.690
H 0.019 3.909 0.227
H 1.901 5.154 1.147
H 4.170 4.892 0.179
H 4.515 3.360 -1.730
H 2.631 2.093 -2.649
H -3.525 2.866 0.644
H -4.907 1.162 1.793
H -4.365 -1.261 1.465
H -2.448 -1.848 0.014
Cl -2.037 -1.083 -3.535
C -1.080 -2.517 -3.199
Cl -0.375 -2.518 -1.547
H -0.267 -2.578 -3.915
H -1.736 -3.376 -3.261
C -1.102 -5.267 4.692
N -0.794 -4.045 3.966
C -0.066 -3.028 4.717
C -1.097 -3.887 2.668
S -0.404 -2.632 1.740
N -1.954 -4.783 2.102
C -3.191 -5.194 2.754
C -1.972 -4.992 0.667
H -0.258 -5.512 5.335
H -1.252 -6.094 4.003
H -1.983 -5.159 5.330
H 0.554 -3.518 5.465
H -0.759 -2.351 5.219
H 0.570 -2.447 4.059
H -3.286 -4.744 3.737
H -3.247 -6.281 2.842
H -4.040 -4.864 2.149
H -0.978 -4.856 0.257
H -2.658 -4.301 0.162
H -2.306 -6.014 0.479
Cl 1.129 0.609 -4.585
C 2.306 -0.163 -3.588
C 1.962 -0.628 -2.328
C 2.946 -1.280 -1.604
Cl 2.467 -1.959 -0.088
C 4.255 -1.405 -2.046
Cl 5.435 -2.166 -1.070
C 4.583 -0.903 -3.304
Cl 6.181 -1.050 -3.896
C 3.603 -0.297 -4.089
Cl 3.993 0.300 -5.648

***

8
Properties=species:S:1:pos:R:3 method="wB97M-V/def2-TZVPD" de_lowest_ev=6.0000 e_homo_ha="-0.370 / -0.370" lumo_energy_ev="-3.56 / -3.56" fmax_ev_per_a=6.046 gap_ev="6.5 / 6.5"
C -0.446 0.570 0.348
N -0.718 -0.800 0.402
O -1.024 -1.342 -0.662
O -0.647 -1.324 1.469
O 1.803 0.490 -0.842
F -0.890 1.409 -0.551
F -0.124 1.198 1.406
H 2.046 -0.202 -1.570